No. 1
Computed, not measured: a cluster of 4 separate species, C3H15NO4 in total, with ωB97M-V with the def2-TZVPD basis set.

Cartesian coordinates (Å):
C1 -2.01373 -1.72259 2.08651
C2 -1.91004 -1.08398 0.70394
O1 -2.73284 -1.66498 -0.29149
C3 -0.42702 -0.96516 0.30060
N1 -0.22967 -0.85227 -1.15866
H1 -2.77976 -2.49848 2.03589
H2 -1.12276 -2.18938 2.50094
H3 -2.33567 -0.99476 2.83280
H4 -2.28936 -0.05917 0.58709
H5 -2.82665 -2.61486 -0.15151
H6 0.13057 -0.16353 0.77398
H7 0.11547 -1.86953 0.60458
H8 -0.82416 -1.52090 -1.63574
H9 -0.64157 0.03833 -1.43428
O2 4.36502 2.11820 -0.06900
H10 3.84315 1.44320 0.36335
H11 4.16748 1.97821 -0.99869
O3 0.31847 3.71514 -1.80186
H12 0.69903 2.96750 -2.28326
H13 1.03227 3.92393 -1.18279
O4 2.16341 0.83283 -0.60903
H14 1.57272 0.84628 0.14266
H15 1.72563 0.33595 -1.31602

* E: -13033.750 eV
* max |F|: 2.2 eV/A
* molecular weight: 129.16 g/mol
* Kohn-Sham gap: 10.46 eV
* net charge: 0
* highest occupied orbital energy: -9.976 eV
* SMILES string: C[C@H](O)CN.O.O.O

***

No. 2
Computed, not measured: a structure of composition C3H16AgBCl2N6O3, with ωB97M-V with the def2-TZVPD basis set.

Cartesian coordinates (Å):
Ag1 20.16577 13.91002 -1.00751
B1 20.22063 15.60644 0.68220
H1 20.88118 14.72899 1.07157
H2 19.13284 15.19044 0.68389
H3 20.28005 16.54467 1.36399
H4 20.48696 15.93291 -0.39795
Cl1 17.71823 14.42001 -1.77457
Cl2 20.37684 11.78570 -2.69415
C1 23.46061 13.56736 -0.46924
O1 22.26046 13.36396 -0.48081
N1 23.98816 14.80750 -0.72455
N2 24.39067 12.58324 -0.26051
H5 23.43559 15.64594 -0.69140
H6 24.93813 14.93554 -1.01646
H7 23.93325 11.75723 0.10496
H8 25.23933 12.84216 0.21082
C2 21.48037 16.06300 -3.46206
O2 20.94117 15.15064 -2.87084
N3 21.42329 17.37682 -2.99120
N4 22.35853 15.90426 -4.50829
H9 21.29918 18.05775 -3.72855
H10 20.68960 17.43861 -2.28780
H11 22.54265 14.98771 -4.87650
H12 22.67661 16.67873 -5.05405
C3 18.98877 11.80400 1.60750
O3 19.23788 12.28145 0.51737
N5 19.64043 12.24280 2.75791
N6 18.14276 10.76109 1.81869
H13 19.69511 11.51718 3.44779
H14 20.23908 13.04577 2.73127
H15 17.87509 10.46450 2.73509
H16 17.59415 10.42479 1.04837

* E: -48176.515 eV
* max |F|: 2.2 eV/A
* multiplicity: 2
* molecular weight: 373.79 g/mol
* Kohn-Sham gap (alpha / beta): 7.37 / 6.23 eV
* net charge: -1
* highest occupied orbital energy (alpha / beta): -4.574 / -4.483 eV

***

No. 3
Computed, not measured: a cluster of 5 separate species, C3H16NO5S2 in total, with ωB97M-V with the def2-TZVPD basis set.

Cartesian coordinates (Å):
N1 2.99988 0.23574 0.10637
C1 1.52691 0.46774 0.18757
C2 0.66845 0.07782 -1.11736
O1 -0.03107 -1.09276 -0.99215
C3 1.36504 1.98463 0.46086
S1 1.22153 2.49662 2.16368
S2 -0.58394 1.78791 2.96034
H1 3.32292 0.24316 -0.84537
H2 3.42292 0.79650 0.82470
H3 1.18895 -0.31628 0.88152
H4 0.00193 0.94459 -1.37647
H5 1.32972 -0.10807 -1.97295
H6 0.50753 2.42363 -0.07043
H7 2.27341 2.47380 0.07219
H8 -1.47740 2.59733 2.36883
H9 -1.07338 -1.74654 0.43276
H10 -1.46872 -3.13959 0.94812
O2 -1.73855 -2.23518 0.95759
H11 -1.68120 -0.58958 -1.28784
H12 -2.71734 -1.53118 -0.73980
O3 -2.67449 -0.74209 -1.30118
H13 1.30213 -3.66963 -0.06279
H14 0.43187 -2.42976 -0.52306
O4 0.40841 -3.47819 -0.38359
H15 -2.70408 0.74249 -0.51889
H16 -3.03761 2.13029 -0.99407
O5 -2.78382 1.67658 -0.17855

* E: -36769.768 eV
* max |F|: 2.0 eV/A
* molecular weight: 210.30 g/mol
* Kohn-Sham gap: 7.80 eV
* net charge: -1
* highest occupied orbital energy: -4.902 eV

***

No. 4
Computed, not measured: a cluster of 5 separate species, C3H16NO6S in total, with ωB97M-V with the def2-TZVPD basis set.

Cartesian coordinates (Å):
O1 -0.83837 1.45142 -0.06582
C1 -0.13892 0.69945 0.53656
O2 0.37731 0.82289 1.75671
C2 0.25502 -0.64672 -0.07782
C3 -0.86382 -1.64747 0.10968
S1 -0.64091 -3.29233 -0.63593
N1 0.49397 -0.30134 -1.51734
H1 -0.08876 1.52703 2.22069
H2 1.15936 -1.06240 0.36502
H3 -1.09568 -1.77873 1.16557
H4 -1.76483 -1.19678 -0.32130
H5 0.61304 -3.16142 -1.04455
H6 -0.40939 0.07486 -1.86379
H7 1.13561 0.51163 -1.54853
H8 0.89746 -0.97255 -2.16014
H9 -2.49335 -0.78525 -2.91877
H10 -2.81038 0.69330 -2.83205
O3 -2.08282 0.07270 -2.74922
H11 3.46404 -0.23274 2.01903
H12 2.28841 0.66582 2.05484
O4 3.05704 0.46316 1.49717
H13 2.80627 1.07258 -0.18098
H14 2.45441 2.38196 -0.83630
O5 2.19723 1.46394 -0.83952
H15 -3.06858 0.41512 2.59696
H16 -2.59528 1.78212 2.87405
O6 -2.30808 0.97973 2.39580

* E: -27975.721 eV
* max |F|: 1.3 eV/A
* molecular weight: 194.23 g/mol
* Kohn-Sham gap: 10.15 eV
* net charge: +1
* highest occupied orbital energy: -12.741 eV

***

No. 5
Computed, not measured: a cluster of 5 separate species, C3H16NO6S2 in total, with ωB97M-V with the def2-TZVPD basis set.

Cartesian coordinates (Å):
N1 -0.41753 0.58455 0.95986
C1 -0.07159 -0.57205 0.07511
C2 1.38230 -0.90812 0.37207
O1 1.81313 -1.93806 -0.35081
O2 2.05889 -0.29985 1.16036
C3 -0.28307 -0.22847 -1.39238
S1 -2.04048 -0.18674 -1.87076
S2 -2.77365 1.53142 -1.10508
H1 0.16217 0.54488 1.79791
H2 -1.41078 0.48490 1.21677
H3 -0.24058 1.48618 0.47443
H4 -0.69498 -1.41232 0.36242
H5 2.74437 -2.11661 -0.14768
H6 0.21025 0.70433 -1.66913
H7 0.12241 -1.02896 -2.00327
H8 -2.46684 2.43550 -2.05035
H9 -1.23469 -4.33772 0.44703
H10 0.14246 -3.89927 -0.06208
O3 -0.64175 -3.58061 0.39957
H11 1.55864 2.52945 -0.46883
H12 0.65233 3.74734 -0.11263
O4 0.63482 2.80083 -0.28842
H13 3.75293 2.04295 -1.29631
H14 3.54086 1.37062 0.07081
O5 3.07573 1.64181 -0.73845
H15 -3.63052 -0.53587 1.41855
H16 -3.11867 -0.45004 2.85980
O6 -2.82615 -0.41007 1.94150

* E: -38811.987 eV
* max |F|: 0.7 eV/A
* molecular weight: 226.30 g/mol
* Kohn-Sham gap: 9.96 eV
* net charge: +1
* highest occupied orbital energy: -12.431 eV

***

No. 6
Computed, not measured: a cluster of 5 separate species, C3H16O4 in total, with ωB97M-V with the def2-TZVPD basis set.

Cartesian coordinates (Å):
C1 0.52458 0.62110 0.71465
C2 -0.46703 -0.46989 0.29049
C3 -0.47227 -0.64834 -1.21843
H1 0.28281 1.53991 0.18200
H2 1.51016 0.26208 0.42509
H3 0.53532 0.71075 1.80112
H4 -1.45504 -0.24348 0.68520
H5 -0.15569 -1.39279 0.79392
H6 -1.23895 -1.37048 -1.49140
H7 -0.73830 0.28978 -1.70173
H8 0.48588 -1.02448 -1.53640
H9 3.94125 2.47782 -0.49912
H10 3.34723 3.34556 0.61664
O1 3.76500 2.49710 0.44736
H11 2.57049 -2.47571 -0.24748
H12 3.78735 -1.65226 -0.62932
O2 2.83209 -1.58854 -0.52235
H13 -3.85060 -2.63766 0.83058
H14 -3.19678 -1.93774 -0.35649
O3 -3.04959 -2.64692 0.28851
H15 -2.78438 1.34656 0.38682
H16 -4.04616 2.21276 0.21912
O4 -3.10170 2.18525 0.01376

* E: -11559.367 eV
* max |F|: 1.0 eV/A
* multiplicity: 2
* molecular weight: 116.16 g/mol
* Kohn-Sham gap (alpha / beta): 1.90 / 10.11 eV
* net charge: -1
* highest occupied orbital energy (alpha / beta): 0.937 / -7.315 eV

***

No. 7
Computed, not measured: a cluster of 6 separate species, C3H16O5 in total, with ωB97M-V with the def2-TZVPD basis set.

Cartesian coordinates (Å):
C1 0.64269 0.13243 -0.89389
C2 -0.20492 0.56171 0.03960
C3 -0.83072 1.90307 -0.13234
H1 1.14906 -0.82099 -0.89810
H2 0.81399 0.75290 -1.76663
H3 -0.44709 -0.03143 0.90988
H4 -0.40658 2.54135 -0.90582
H5 -1.91271 1.93185 -0.24718
H6 -0.64268 2.53040 0.75510
O1 -0.91222 -2.44781 2.18369
H7 -0.08454 -2.26456 2.64861
H8 -1.53583 -1.86583 2.63408
O2 -2.48448 1.58982 -2.67003
H9 -2.07745 1.52161 -3.53871
H10 -2.20815 0.78237 -2.22266
O3 1.74567 -0.48457 2.35209
H11 2.23374 0.04524 2.98487
H12 2.10764 -0.31936 1.46379
O4 -1.31895 -2.98627 -1.26509
H13 -1.26718 -2.85227 -0.30863
H14 -2.19305 -2.64891 -1.49220
O5 3.11950 0.46382 0.08667
H15 4.04360 0.68902 -0.06342
H16 2.67064 1.27639 0.34633

* E: -13607.192 eV
* max |F|: 1.9 eV/A
* molecular weight: 132.16 g/mol
* Kohn-Sham gap: 9.75 eV
* net charge: 0
* highest occupied orbital energy: -9.356 eV
* SMILES string: C=CC.O.O.O.O.O

***

No. 8
Computed, not measured: a structure of composition C3H17O7Zr, with ωB97M-V with the def2-TZVPD basis set.

Cartesian coordinates (Å):
Zr1 0.06571 -0.45454 -0.06421
C1 0.06165 0.00992 3.50629
O1 0.02889 -0.41528 2.21119
H1 -0.92844 0.38789 3.76117
H2 0.18461 -0.82063 4.20140
H3 0.75975 0.76073 3.87646
C2 -0.99694 -0.07440 -3.52553
O2 -0.68897 -0.24607 -2.15492
H4 -0.03669 0.04281 -4.02782
H5 -1.47452 -1.02963 -3.74357
H6 -1.64624 0.77962 -3.71828
C3 1.56108 2.79101 -0.52182
O3 1.20432 1.40065 -0.58380
H7 2.13194 3.11270 -1.39287
H8 0.65471 3.34075 -0.26801
H9 2.14715 3.09683 0.34484
O4 2.29411 -0.88457 0.53955
H10 2.75982 -0.36068 1.19138
H11 2.95554 -1.48650 0.19834
O5 -1.58067 1.06090 0.18638
H12 -2.00881 1.10626 1.04129
H13 -2.02979 1.72051 -0.34224
O6 -1.88566 -1.51902 0.19907
H14 -2.54978 -1.40746 -0.48117
H15 -2.35411 -1.92730 0.92715
O7 0.41529 -2.60858 -0.41318
H16 0.56935 -3.10029 -1.21985
H17 0.38672 -3.27562 0.27274

* E: -18983.627 eV
* max |F|: 6.1 eV/A
* multiplicity: 2
* molecular weight: 256.39 g/mol
* Kohn-Sham gap (alpha / beta): 8.59 / 5.44 eV
* net charge: +2
* highest occupied orbital energy (alpha / beta): -16.109 / -16.030 eV

***

No. 9
Computed, not measured: a cluster of 7 separate species, C3H20N6O7 in total, with ωB97M-V with the def2-TZVPD basis set.

Cartesian coordinates (Å):
N1 28.36331 18.05655 18.64324
C1 28.37708 16.99843 17.92533
N2 27.39637 16.24925 18.38436
O1 29.06598 16.76025 16.96233
H1 28.83897 18.84506 18.22839
H2 27.84516 18.06358 19.51017
H3 26.76939 16.64945 19.06762
H4 27.18981 15.38961 17.89605
N3 21.00207 16.15742 23.43466
C2 22.18059 15.62766 23.57090
N4 22.08329 14.64786 24.39222
O2 23.13596 15.92674 22.88274
H5 20.90059 17.04788 22.96895
H6 20.12635 15.79523 23.78399
H7 22.78460 13.92200 24.35490
H8 21.32320 14.60366 25.05586
N5 21.66513 25.01040 20.14655
C3 22.86523 25.16697 20.60219
N6 23.19380 24.21037 21.48426
O3 23.59032 26.12330 20.29656
H9 21.11399 24.16767 20.22511
H10 21.18678 25.70695 19.59330
H11 24.10528 24.31390 21.90686
H12 22.53235 23.46114 21.62998
O4 22.21463 19.81609 17.65362
H13 23.04803 20.28631 17.67747
H14 22.09088 19.59369 16.73087
O5 18.39636 20.99348 19.93075
H15 19.16687 20.67693 19.45921
H16 17.67669 20.45310 19.60471
O6 20.37250 16.76735 14.24817
H17 20.65139 16.22292 13.51193
H18 20.13552 16.14189 14.93292
O7 25.97367 22.43492 15.49522
H19 26.86519 22.76377 15.61043
H20 25.87196 22.34404 14.54778

* E: -26709.441 eV
* max |F|: 6.1 eV/A
* molecular weight: 252.23 g/mol
* Kohn-Sham gap: 9.85 eV
* net charge: 0
* highest occupied orbital energy: -9.610 eV
* SMILES string: NC(N)=O.NC(N)=O.NC(N)=O.O.O.O.O

***

No. 10
Computed, not measured: a cluster of 9 separate species, C3H20NO11 in total, with ωB97M-V with the def2-TZVPD basis set.

Cartesian coordinates (Å):
O1 0.01990 -3.11259 0.00790
C1 0.74922 -2.23635 0.42680
N1 0.17848 -0.95119 0.58915
C2 0.91330 0.26051 0.71666
O2 2.01723 0.35515 1.28464
O3 0.24742 1.29214 0.36978
C3 2.19774 -2.37819 0.70758
H1 -0.83133 -0.93298 0.58665
H2 2.56276 -1.75725 1.51034
H3 2.79157 -2.16531 -0.18159
H4 2.48558 -3.40999 0.97979
H5 3.51198 2.44243 0.76648
H6 2.49515 2.07650 1.78467
O4 3.04617 2.83818 1.50514
H7 -1.41319 -3.36101 -0.86563
H8 -2.59443 -2.26683 -0.61819
O5 -2.03969 -2.74960 -1.25714
H9 -0.78622 1.30184 2.40039
H10 0.50741 1.76622 3.10151
O6 -0.23113 1.15764 3.16292
H11 1.83862 2.46458 -1.65353
H12 0.86195 2.82259 -0.44196
O7 1.07923 2.98704 -1.39747
H13 -0.99529 -1.84447 -2.82446
H14 -1.03284 -0.43929 -3.46067
O8 -0.70399 -1.33420 -3.59543
H15 -1.88944 1.60910 -0.66212
H16 -2.36375 1.74163 0.88753
O9 -2.63056 1.55788 -0.01453
H17 -3.55226 -1.03735 1.12552
H18 -2.78329 0.07983 0.18339
O10 -2.80122 -0.87223 0.55327
H19 -1.02739 0.83562 -1.82527
H20 -0.35772 2.14735 -1.95267
O11 -1.16313 1.68103 -2.27614

* E: -27452.264 eV
* max |F|: 2.7 eV/A
* molecular weight: 246.19 g/mol
* Kohn-Sham gap: 9.13 eV
* net charge: -1
* highest occupied orbital energy: -6.237 eV